[1]
An isolated molecule of C4H7NO2, computed with ωB97M-V with the def2-TZVPD basis set.

Each line ends with the Mulliken charge.
Atoms and positions in Å:
1 C -2.36 -0.19 -0.22  -1.014
2 C -0.96 -0.69 0.07  0.676
3 N 0.03 0.26 0.04  -0.224
4 O -0.73 -1.86 0.33  -0.612
5 C 1.37 -0.06 0.47  -0.404
6 C 2.41 0.68 -0.34  0.020
7 O 3.47 1.05 0.10  -0.463
8 H -2.88 -0.01 0.73  0.253
9 H -2.37 0.73 -0.81  0.315
10 H -2.90 -0.97 -0.75  0.306
11 H -0.24 1.23 -0.05  0.239
12 H 1.55 0.13 1.53  0.261
13 H 1.50 -1.14 0.30  0.305
14 H 2.13 0.85 -1.41  0.343

Output
E_LUMO = 0.0233 Ha
Net charge = 0
Relative energy (zero: lowest compared OMol25 entry of this formula, charge and spin) = 66.3 kJ/mol
Total energy = -9846.59244 eV
SMILES string = CC(=O)NCC=O



[2]
A structure of composition C43H48BeN2O3P2, computed with ωB97M-V with the def2-TZVPD basis set.

Each line ends with the Mulliken charge.
Atoms and positions in Å:
1 Be 0.54 0.21 0.80  -1.170
2 C 5.90 1.27 -0.12  0.747
3 C 5.67 1.70 1.13  -0.855
4 C 5.92 3.11 1.59  -1.302
5 C 5.56 4.25 0.59  -1.353
6 C 4.53 3.99 -0.48  0.127
7 C 4.81 3.50 -1.69  0.548
8 C 6.13 2.94 -2.10  -1.000
9 C 6.80 1.98 -1.08  -1.095
10 C -0.30 0.86 -1.01  -1.728
11 H 5.49 0.32 -0.48  0.275
12 H 5.33 1.01 1.92  1.074
13 H 6.98 3.23 1.85  0.469
14 H 5.35 3.27 2.52  0.224
15 H 5.15 5.07 1.20  0.384
16 H 6.49 4.61 0.13  0.270
17 H 3.55 4.41 -0.27  0.818
18 H 4.12 3.66 -2.53  -0.543
19 H 6.85 3.76 -2.30  0.346
20 H 6.01 2.41 -3.06  0.328
21 H 7.32 1.21 -1.67  0.512
22 H 7.56 2.54 -0.52  0.265
23 H 0.28 -0.02 -1.36  0.241
24 H -1.25 0.82 -1.57  0.901
25 H -0.64 0.72 0.07  0.216
26 P 2.60 -0.02 1.14  2.607
27 P 0.52 2.43 -1.32  2.018
28 C 2.71 1.59 0.35  -0.932
29 C 1.77 2.53 -0.04  0.289
30 C 2.84 -0.28 2.94  0.316
31 C 3.34 0.74 3.77  -0.750
32 C 3.20 0.63 5.16  -0.607
33 C 2.53 -0.46 5.73  -0.696
34 C 2.06 -1.49 4.90  -0.585
35 C 2.29 -1.44 3.53  -0.247
36 C 3.60 -1.27 0.28  0.278
37 C 3.51 -1.35 -1.13  -0.196
38 C 4.17 -2.36 -1.82  -0.725
39 C 4.96 -3.29 -1.13  -0.546
40 C 5.08 -3.20 0.27  -0.815
41 C 4.41 -2.19 0.97  -0.362
42 C -0.55 3.83 -0.93  0.079
43 C -0.99 4.02 0.40  -0.381
44 C -1.78 5.13 0.70  -0.756
45 C -2.11 6.06 -0.29  -0.461
46 C -1.63 5.89 -1.59  -0.749
47 C -0.84 4.78 -1.91  -0.385
48 C 1.01 2.51 -3.05  0.137
49 C 0.41 1.65 -3.99  -0.861
50 C 0.97 1.52 -5.26  -0.669
51 C 2.13 2.23 -5.59  -0.550
52 C 2.62 3.20 -4.72  -0.482
53 C 1.97 3.43 -3.50  -0.200
54 H 3.74 1.92 0.24  -2.131
55 H 1.85 3.53 0.42  0.622
56 H 3.80 1.61 3.30  0.448
57 H 3.59 1.42 5.79  0.380
58 H 2.36 -0.50 6.80  0.378
59 H 1.49 -2.31 5.33  0.419
60 H 2.02 -2.29 2.90  0.424
61 H 2.91 -0.62 -1.67  0.354
62 H 4.07 -2.43 -2.90  0.419
63 H 5.48 -4.08 -1.66  0.377
64 H 5.69 -3.93 0.81  0.415
65 H 4.51 -2.13 2.05  0.391
66 H -0.69 3.33 1.18  0.428
67 H -2.15 5.26 1.72  0.421
68 H -2.74 6.92 -0.05  0.371
69 H -1.87 6.61 -2.37  0.410
70 H -0.44 4.67 -2.92  0.321
71 H -0.49 1.09 -3.72  0.367
72 H 0.51 0.84 -5.98  0.412
73 H 2.63 2.04 -6.54  0.408
74 H 3.51 3.78 -4.98  0.423
75 H 2.21 4.32 -2.91  0.643
76 C -1.17 -4.50 0.74  -1.436
77 C -1.18 -3.91 2.14  -0.552
78 C -1.97 -2.58 2.32  2.829
79 C -3.52 -2.78 2.26  -0.908
80 C -4.08 -3.29 0.96  -1.079
81 C -1.66 -2.00 3.70  -0.792
82 O -1.50 -2.68 4.71  -0.598
83 N -1.62 -0.59 3.72  0.085
84 C -0.75 0.06 2.85  0.426
85 O -0.28 1.20 3.01  -0.572
86 N -0.45 -0.71 1.75  0.877
87 C -1.46 -1.55 1.29  -0.471
88 O -1.87 -1.49 0.13  -0.697
89 H -1.76 -5.42 0.68  0.319
90 H -0.14 -4.74 0.48  0.396
91 H -1.55 -3.79 -0.01  0.379
92 H -1.59 -4.64 2.86  0.450
93 H -0.14 -3.71 2.45  0.075
94 H -3.79 -3.48 3.07  0.415
95 H -3.99 -1.82 2.52  0.420
96 H -3.67 -4.27 0.71  0.208
97 H -5.17 -3.37 1.06  0.457
98 H -3.85 -2.58 0.16  0.205
99 H -1.68 -0.17 4.65  0.393

Output
E_LUMO = 0.0116 Ha
Net charge = 0
Relative energy (zero: lowest compared OMol25 entry of this formula, charge and spin) = 293.1 kJ/mol
Total energy = -73467.72754 eV



[3]
A structure of composition C29H81MgN10O17, computed with ωB97M-V with the def2-TZVPD basis set.

Each line ends with the Mulliken charge.
Atoms and positions in Å:
1 Mg -1.57 2.31 -2.15  1.428
2 N 0.30 0.92 0.01  0.224
3 O -0.41 1.70 -0.65  -0.477
4 O 1.40 1.25 0.34  0.140
5 O -0.09 -0.21 0.18  0.059
6 N -1.07 5.39 -1.26  0.856
7 O -1.26 4.20 -1.50  -0.362
8 O -2.01 6.15 -1.01  -0.672
9 O 0.11 5.75 -1.30  -0.580
10 N 0.93 2.65 -4.17  0.751
11 O 1.13 1.86 -5.05  -0.592
12 O 1.50 3.71 -4.06  -0.632
13 O -0.03 2.33 -3.40  -0.380
14 C -0.35 3.86 1.71  -0.378
15 C -0.67 4.79 2.85  0.720
16 C -1.05 6.16 2.27  -0.917
17 O -1.45 7.13 3.29  -0.404
18 C -2.01 8.24 2.65  -0.759
19 N -1.77 4.21 3.65  -0.791
20 H 0.58 4.19 1.24  0.339
21 H -1.09 3.65 0.93  -0.380
22 H 0.00 2.92 2.13  -0.067
23 H 0.17 4.94 3.53  0.241
24 H -1.89 5.84 1.64  0.294
25 H -0.23 6.66 1.76  0.476
26 H -1.25 8.77 2.08  0.304
27 H -2.48 8.84 3.43  0.290
28 H -2.87 8.04 2.01  0.306
29 H -1.81 4.68 4.54  0.255
30 H -1.67 3.23 3.89  0.212
31 C -3.47 -1.47 -2.63  -1.639
32 C -3.18 0.02 -2.46  0.690
33 C -3.70 0.60 -1.14  -0.213
34 O -3.20 1.89 -1.02  -0.231
35 C -3.81 2.61 0.03  -0.717
36 N -1.74 0.30 -2.70  0.758
37 H -4.51 -1.70 -2.86  0.519
38 H -3.16 -2.10 -1.80  0.218
39 H -2.90 -1.95 -3.42  0.310
40 H -3.76 0.53 -3.23  0.436
41 H -3.22 0.04 -0.33  -0.439
42 H -4.78 0.55 -1.05  0.628
43 H -4.85 2.90 -0.12  0.274
44 H -3.30 3.56 0.23  -0.006
45 H -3.64 2.00 0.92  0.402
46 H -1.25 -0.27 -2.02  -0.958
47 H -1.44 -0.16 -3.55  0.049
48 C -5.47 -3.99 2.74  -1.480
49 C -4.26 -4.13 3.69  0.754
50 C -3.56 -2.82 4.07  -0.510
51 O -3.45 -1.99 2.94  -0.418
52 C -2.45 -2.28 1.95  0.552
53 N -4.71 -4.91 4.85  -0.765
54 H -5.15 -3.45 1.85  0.277
55 H -6.21 -3.35 3.21  0.363
56 H -5.97 -4.89 2.38  0.419
57 H -3.58 -4.81 3.18  0.239
58 H -2.63 -2.96 4.63  -0.108
59 H -4.28 -2.34 4.73  0.393
60 H -2.42 -1.48 1.21  -0.677
61 H -2.71 -3.19 1.40  0.467
62 H -1.46 -2.35 2.40  -0.187
63 H -3.87 -5.43 5.07  0.314
64 H -5.32 -5.66 4.58  0.263
65 C 5.13 4.17 -0.07  -1.457
66 C 4.80 3.36 -1.35  0.151
67 C 5.34 1.89 -1.44  -0.261
68 O 5.15 1.48 -2.78  -0.307
69 C 5.53 0.11 -2.96  -0.352
70 N 3.33 3.39 -1.60  -0.388
71 H 6.18 4.45 -0.07  0.422
72 H 4.83 3.55 0.78  0.158
73 H 4.52 5.08 -0.06  0.387
74 H 5.23 3.92 -2.18  0.486
75 H 4.94 1.14 -0.75  0.090
76 H 6.38 1.89 -1.12  0.418
77 H 5.17 -0.21 -3.94  0.219
78 H 4.92 -0.53 -2.33  -0.023
79 H 6.58 -0.10 -2.80  0.364
80 H 3.11 3.07 -2.54  0.158
81 H 2.92 2.73 -0.96  -0.141
82 C -0.17 -3.72 -0.59  0.375
83 C 0.01 -4.95 -1.50  0.199
84 C -0.98 -5.04 -2.66  -0.551
85 O -2.27 -5.42 -2.18  -0.355
86 C -3.21 -5.59 -3.28  -0.765
87 N 1.36 -4.88 -2.02  -0.699
88 H -1.16 -3.68 -0.14  0.013
89 H -0.07 -2.85 -1.23  -0.657
90 H 0.53 -3.64 0.25  0.294
91 H -0.13 -5.82 -0.86  0.444
92 H -0.54 -5.80 -3.30  0.351
93 H -0.98 -4.16 -3.30  -0.029
94 H -4.22 -5.59 -2.85  0.256
95 H -3.11 -6.60 -3.67  0.326
96 H -3.08 -4.86 -4.08  0.295
97 H 1.57 -4.00 -2.45  0.108
98 H 2.05 -4.95 -1.28  0.356
99 C 1.99 -1.48 -5.60  -1.699
100 C 0.90 -1.64 -4.53  0.491
101 C 1.31 -1.11 -3.18  1.323
102 O 2.41 -1.83 -2.58  -0.718
103 C 2.65 -1.40 -1.26  -0.442
104 N -0.33 -1.08 -5.00  -0.607
105 H 2.97 -1.82 -5.27  0.298
106 H 2.10 -0.44 -5.90  0.325
107 H 1.73 -1.96 -6.54  0.464
108 H 0.63 -2.69 -4.43  -0.001
109 H 0.44 -0.99 -2.53  -1.157
110 H 1.61 -0.07 -3.22  0.424
111 H 1.85 -1.72 -0.59  -0.316
112 H 2.82 -0.33 -1.22  0.171
113 H 3.60 -1.87 -0.99  0.754
114 H -0.81 -1.57 -5.74  0.279
115 H -0.15 -0.24 -5.54  0.166
116 C 3.48 -1.52 4.33  -1.517
117 C 2.76 -1.99 3.02  0.358
118 C 1.25 -1.58 3.01  0.575
119 O 0.50 -1.94 4.20  -0.534
120 C 0.31 -3.34 4.37  -0.733
121 N 3.44 -1.35 1.91  -0.585
122 H 3.33 -0.45 4.51  0.251
123 H 4.56 -1.66 4.31  0.430
124 H 3.09 -2.09 5.17  0.348
125 H 2.83 -3.08 2.99  0.323
126 H 0.71 -1.96 2.14  -0.047
127 H 1.21 -0.49 3.09  -0.187
128 H -0.51 -3.49 5.08  0.338
129 H 1.17 -3.91 4.74  0.330
130 H -0.07 -3.81 3.46  0.215
131 H 3.59 -0.35 2.02  0.201
132 H 2.84 -1.48 1.11  0.057
133 C 2.40 3.08 3.39  -0.881
134 O 2.89 2.04 2.59  -0.489
135 H 2.32 3.99 2.80  0.342
136 H 1.44 2.92 3.89  0.260
137 H 3.16 3.42 4.10  0.457
138 H 2.29 1.91 1.85  0.370

Output
E_LUMO = 0.0642 Ha
Net charge = -1
Total energy = -86530.58159 eV



[4]
An isolated molecule of C3H2N2OS, computed with ωB97M-V with the def2-TZVPD basis set.

Each line ends with the Mulliken charge.
Atoms and positions in Å:
1 C -0.25 -0.62 -0.79  -0.289
2 C -0.25 0.67 -0.63  -0.031
3 C 0.78 -1.41 -0.15  0.353
4 N 1.54 -1.86 0.60  -0.447
5 N -1.07 0.75 1.98  -0.187
6 O 0.66 1.23 0.09  -0.424
7 S 0.31 1.07 1.81  0.418
8 H -0.96 -1.15 -1.47  0.326
9 H -0.77 1.32 -1.44  0.281

Output
E_LUMO = -0.0412 Ha
Net charge = 0
Relative energy (zero: lowest compared OMol25 entry of this formula, charge and spin) = 281.1 kJ/mol
Total energy = -19002.63848 eV



[5]
A cluster of 5 separate species, C7H8Cl12N2O6P in total, computed with ωB97M-V with the def2-TZVPD basis set.

Each line ends with the Mulliken charge.
Atoms and positions in Å:
1 O -0.06 -0.13 2.90  -0.478
2 C 0.06 0.69 2.09  0.695
3 N 0.22 1.40 1.09  -0.363
4 N 0.50 2.82 1.45  0.050
5 C -0.66 3.71 1.16  -0.489
6 C -1.88 2.90 0.62  0.600
7 O -2.50 2.27 1.51  -0.715
8 O -2.12 2.98 -0.60  -0.733
9 P 1.87 3.19 0.52  0.742
10 O 2.26 4.60 0.53  -0.700
11 O 1.60 2.69 -0.96  -0.142
12 O 2.99 2.23 1.15  -0.558
13 H -0.97 4.15 2.10  0.231
14 H -0.38 4.47 0.44  0.307
15 H 1.45 1.73 -0.96  0.257
16 H 2.57 1.52 1.66  0.376
17 C -3.48 -1.56 0.19  -0.092
18 Cl -3.18 -3.25 -0.28  -0.142
19 Cl -4.40 -1.51 1.70  -0.152
20 Cl -2.00 -0.66 0.31  0.043
21 H -4.09 -1.11 -0.59  0.293
22 C 1.61 -2.45 -0.95  -0.165
23 Cl 1.50 -0.85 -0.20  0.007
24 Cl 1.34 -3.70 0.26  -0.056
25 Cl 0.47 -2.59 -2.28  -0.115
26 H 2.61 -2.57 -1.35  0.343
27 C -0.43 -6.55 2.66  -0.042
28 Cl 1.20 -5.95 3.00  -0.119
29 Cl -1.63 -5.30 2.91  -0.071
30 Cl -0.53 -7.21 1.03  -0.119
31 H -0.63 -7.36 3.36  0.349
32 C 1.44 2.26 -4.93  -0.018
33 Cl 1.49 3.90 -4.28  -0.097
34 Cl 1.14 1.09 -3.66  -0.054
35 Cl 0.23 2.13 -6.22  -0.146
36 H 2.40 2.05 -5.37  0.272

Output
E_LUMO = 0.0715 Ha
Net charge = -1
Total energy = -182215.13469 eV



[6]
A cluster of 2 separate species, C5H8N2O in total, computed with ωB97M-V with the def2-TZVPD basis set.

Each line ends with the Mulliken charge.
Atoms and positions in Å:
1 C 0.71 -0.75 -0.24  -0.152
2 C -0.27 -0.05 -0.91  -0.282
3 C -0.02 1.26 -1.56  -1.076
4 N 0.60 -2.13 -0.01  -0.548
5 C 0.21 0.24 1.67  0.266
6 C -1.35 0.79 1.30  0.222
7 O 0.35 -0.55 2.58  -0.484
8 N -2.49 1.02 1.29  -0.460
9 H 1.74 -0.41 -0.34  0.359
10 H -1.25 -0.51 -1.05  0.337
11 H -0.36 -2.43 0.13  0.262
12 H 1.15 -2.42 0.80  0.287
13 H 0.80 1.16 1.52  0.307
14 H 0.54 1.93 -0.90  0.299
15 H 0.60 1.11 -2.45  0.324
16 H -0.95 1.75 -1.83  0.340

Output
E_LUMO = -0.0180 Ha
Net charge = 0
Relative energy (zero: lowest compared OMol25 entry of this formula, charge and spin) = 335.2 kJ/mol
Total energy = -10339.25176 eV
SMILES string = C/C=C/N.N#CC=O



What is the net charge in the fifth record?
-1